# 1
{"formula": "C7H10N2O2S2", "method": "wB97M-V/def2-TZVPD", "homo_energy_ev": -8.84, "lumo_energy_ev": 0.31, "symbols": ["C", "C", "C", "C", "C", "C", "C", "H", "H", "H", "H", "H", "H", "H", "H", "H", "H", "N", "N", "O", "O", "S", "S"], "xyz": [[-3.265, -0.404, 1.158], [-2.138, -1.047, 0.289], [-1.141, 1.404, -0.807], [0.349, 1.438, -0.505], [2.381, 0.054, -0.678], [4.188, -1.293, -0.289], [4.567, -0.421, 0.614], [-4.710, 0.664, -0.046], [-2.941, 0.617, 1.313], [-3.341, -1.067, 2.062], [-2.247, -1.967, -0.119], [-1.321, -0.941, 1.044], [-1.617, 1.831, 0.135], [-1.595, 2.173, -1.627], [0.706, -0.229, -1.707], [4.669, -2.263, -0.270], [5.537, -0.529, 1.392], [1.202, 0.543, -1.221], [2.936, -1.104, -1.000], [-4.490, -0.224, 0.618], [0.775, 2.282, 0.183], [-1.857, -0.254, -1.201], [3.353, 0.737, 0.660]]}

---

# 2
{"formula": "C23H17BrCl3CoF13GeN3O6S2Sb", "method": "wB97M-V/def2-TZVPD", "homo_energy_ev": [-8.62, -8.62], "lumo_energy_ev": [-2.41, -3.12], "spin_multiplicity": 2, "symbols": ["Co", "C", "O", "C", "C", "C", "Br", "C", "C", "C", "O", "C", "N", "C", "C", "C", "C", "C", "C", "N", "H", "H", "H", "H", "H", "H", "H", "H", "H", "H", "H", "F", "C", "F", "F", "S", "O", "O", "N", "S", "O", "O", "C", "F", "F", "F", "F", "Sb", "F", "F", "F", "F", "F", "F", "C", "C", "C", "C", "C", "C", "C", "H", "H", "H", "H", "H", "H", "Cl", "Ge", "Cl", "Cl"], "xyz": [[0.464, -0.073, -1.288], [3.007, -1.750, -1.990], [2.247, -1.084, -0.973], [2.540, -1.369, 0.349], [3.531, -2.225, 0.777], [3.691, -2.372, 2.155], [5.027, -3.553, 2.778], [2.902, -1.701, 3.064], [1.885, -0.849, 2.616], [1.727, -0.708, 1.252], [0.744, 0.077, 0.691], [1.057, -0.142, 3.602], [1.383, -0.072, 4.865], [0.392, 0.693, 5.448], [0.234, 1.097, 6.776], [-0.854, 1.884, 7.078], [-1.774, 2.282, 6.089], [-1.638, 1.894, 4.773], [-0.543, 1.085, 4.481], [-0.100, 0.528, 3.303], [4.058, -1.474, -1.904], [2.616, -1.391, -2.936], [2.880, -2.830, -1.916], [4.167, -2.761, 0.090], [3.041, -1.811, 4.129], [0.873, 1.040, 0.958], [0.951, 0.800, 7.529], [-1.007, 2.216, 8.096], [-2.605, 2.916, 6.370], [-2.323, 2.222, 4.003], [-0.575, 0.596, 2.416], [0.112, 3.359, -3.522], [-1.169, 3.341, -3.867], [-1.271, 3.241, -5.187], [-1.778, 4.429, -3.475], [-1.912, 1.759, -3.157], [-1.228, 1.383, -1.896], [-3.319, 1.901, -3.110], [-1.484, 0.730, -4.277], [-0.283, -0.217, -4.342], [-0.663, -1.556, -4.701], [0.675, -0.116, -3.224], [0.731, 0.404, -5.756], [1.701, -0.479, -5.999], [-0.036, 0.525, -6.824], [1.272, 1.572, -5.450], [0.995, 1.940, -1.082], [-0.422, 3.031, -0.125], [0.592, 4.435, -0.823], [-1.075, 4.042, 1.328], [-1.924, 3.703, -1.044], [-1.337, 1.529, 0.605], [0.926, 2.547, 1.226], [-4.897, -0.535, 1.858], [-3.828, -0.838, 1.111], [-3.905, -0.667, -0.259], [-2.801, -0.993, -1.019], [-1.626, -1.472, -0.424], [-0.464, -1.807, -1.239], [-1.598, -1.634, 0.969], [-2.694, -1.323, 1.744], [-4.813, -0.287, -0.703], [-2.841, -0.878, -2.095], [-0.681, -2.057, -2.274], [0.235, -2.507, -0.788], [-0.696, -2.007, 1.439], [-2.693, -1.449, 2.818], [0.752, -4.751, -3.061], [1.401, -3.461, -4.690], [0.495, -4.195, -6.488], [3.549, -3.806, -4.883]]}

---

# 3
{"formula": "C4H14NS2", "method": "wB97M-V/def2-TZVPD", "homo_energy_ev": -12.96, "total_charge": 1, "lumo_energy_ev": -3.34, "symbols": ["C", "C", "S", "H", "H", "H", "H", "H", "H", "C", "C", "S", "N", "H", "H", "H", "H", "H", "H", "H", "H"], "xyz": [[2.784, -0.647, 0.164], [2.505, 0.848, 0.094], [2.063, 1.484, -1.577], [3.530, -0.937, -0.573], [1.890, -1.249, 0.002], [3.168, -0.866, 1.149], [1.646, 1.104, 0.703], [3.380, 1.407, 0.402], [2.958, 0.779, -2.285], [-1.024, -0.777, -0.018], [-2.435, -0.358, 0.361], [-2.959, -1.043, 1.949], [-0.637, -0.210, -1.363], [-0.956, -1.856, -0.081], [-0.321, -0.364, 0.704], [-3.161, -0.709, -0.372], [-2.535, 0.725, 0.395], [-2.187, -0.239, 2.694], [0.398, -0.161, -1.468], [-0.957, 0.753, -1.483], [-0.985, -0.752, -2.150]]}

---

# 4
{"formula": "C4H4N2O2", "method": "wB97M-V/def2-TZVPD", "homo_energy_ev": -10.20, "smiles": "O=CC1=NN=C[C@H]1O", "lumo_energy_ev": -1.01, "symbols": ["C", "C", "C", "C", "H", "H", "H", "H", "N", "N", "O", "O"], "xyz": [[0.432, -0.204, 0.802], [-0.921, 0.274, 1.555], [0.122, 0.517, -0.459], [0.978, 0.282, -1.959], [-0.584, -1.758, 0.124], [1.254, 0.029, 1.337], [-1.058, 0.117, 2.683], [1.592, -0.657, -2.068], [-1.867, 0.774, 0.681], [-1.087, 0.974, -0.550], [0.184, -1.666, 0.610], [0.952, 1.318, -2.756]]}

---

# 5
{"formula": "C42H105N7O14", "method": "wB97M-V/def2-TZVPD", "homo_energy_ev": -8.29, "smiles": "COCCNCCOC.COCCNCCOC.COCCNCCOC.COCCNCCOC.COCCNCCOC.COCCNCCOC.COCCNCCOC", "lumo_energy_ev": 0.56, "symbols": ["C", "O", "C", "C", "N", "C", "C", "O", "C", "H", "H", "H", "H", "H", "H", "H", "H", "H", "H", "H", "H", "H", "H", "H", "C", "O", "C", "C", "N", "C", "C", "O", "C", "H", "H", "H", "H", "H", "H", "H", "H", "H", "H", "H", "H", "H", "H", "H", "C", "O", "C", "C", "N", "C", "C", "O", "C", "H", "H", "H", "H", "H", "H", "H", "H", "H", "H", "H", "H", "H", "H", "H", "C", "O", "C", "C", "N", "C", "C", "O", "C", "H", "H", "H", "H", "H", "H", "H", "H", "H", "H", "H", "H", "H", "H", "H", "C", "O", "C", "C", "N", "C", "C", "O", "C", "H", "H", "H", "H", "H", "H", "H", "H", "H", "H", "H", "H", "H", "H", "H", "C", "O", "C", "C", "N", "C", "C", "O", "C", "H", "H", "H", "H", "H", "H", "H", "H", "H", "H", "H", "H", "H", "H", "H", "C", "O", "C", "C", "N", "C", "C", "O", "C", "H", "H", "H", "H", "H", "H", "H", "H", "H", "H", "H", "H", "H", "H", "H"], "xyz": [[29.567, 10.358, -9.836], [30.168, 10.144, -11.117], [29.451, 9.302, -11.997], [30.318, 9.222, -13.319], [30.837, 10.513, -13.701], [29.806, 11.431, -14.218], [30.433, 12.733, -14.661], [29.476, 13.596, -15.237], [29.772, 14.081, -16.522], [28.640, 10.907, -10.009], [30.346, 10.841, -9.255], [29.344, 9.393, -9.369], [28.545, 9.792, -12.358], [29.379, 8.331, -11.504], [29.547, 8.947, -14.048], [31.061, 8.433, -13.428], [31.220, 10.986, -12.890], [29.012, 11.656, -13.495], [29.358, 10.935, -15.083], [31.230, 12.385, -15.327], [30.799, 13.279, -13.785], [30.751, 14.577, -16.529], [29.104, 14.897, -16.785], [29.881, 13.347, -17.325], [28.844, 26.816, -11.430], [28.035, 26.365, -12.475], [28.659, 25.454, -13.344], [27.843, 25.137, -14.580], [26.755, 24.181, -14.471], [27.289, 22.835, -14.309], [26.289, 21.822, -13.838], [25.950, 21.988, -12.472], [24.957, 21.127, -11.985], [29.804, 27.297, -11.637], [28.952, 26.045, -10.659], [28.268, 27.598, -10.925], [28.918, 24.530, -12.802], [29.632, 25.856, -13.666], [28.505, 25.033, -15.438], [27.341, 26.100, -14.757], [26.048, 24.403, -13.788], [28.181, 22.772, -13.666], [27.788, 22.403, -15.186], [26.656, 20.835, -14.150], [25.373, 21.853, -14.443], [25.248, 20.115, -11.690], [24.055, 21.156, -12.602], [24.651, 21.569, -11.031], [36.840, 18.704, -11.359], [36.268, 19.775, -10.642], [36.401, 21.060, -11.250], [37.764, 21.720, -11.263], [37.883, 22.726, -10.178], [37.606, 22.262, -8.801], [38.351, 20.989, -8.395], [39.684, 21.336, -8.115], [40.583, 20.324, -7.804], [36.565, 17.691, -11.069], [37.929, 18.783, -11.279], [36.592, 18.725, -12.429], [35.681, 21.632, -10.666], [36.051, 20.999, -12.287], [37.872, 22.278, -12.189], [38.569, 20.990, -11.192], [38.839, 23.070, -10.158], [36.531, 22.070, -8.814], [37.837, 23.138, -8.199], [38.305, 20.252, -9.208], [37.940, 20.502, -7.498], [41.573, 20.776, -7.737], [40.572, 19.478, -8.502], [40.422, 19.888, -6.806], [30.394, 25.213, -22.645], [29.777, 26.106, -21.717], [29.412, 25.503, -20.483], [30.571, 25.212, -19.552], [30.110, 24.397, -18.450], [31.176, 23.890, -17.558], [32.307, 23.141, -18.266], [31.568, 22.050, -18.826], [32.335, 20.936, -19.240], [30.202, 25.565, -23.656], [29.961, 24.225, -22.475], [31.477, 25.226, -22.501], [28.755, 24.636, -20.622], [28.729, 26.261, -20.090], [31.074, 26.139, -19.272], [31.275, 24.638, -20.177], [29.817, 23.516, -18.871], [30.857, 23.238, -16.743], [31.471, 24.786, -16.995], [33.077, 22.808, -17.568], [32.754, 23.768, -19.042], [33.007, 21.254, -20.049], [31.633, 20.264, -19.733], [32.912, 20.463, -18.444], [40.737, 26.116, -10.312], [40.631, 24.761, -10.696], [41.920, 24.139, -10.647], [41.692, 22.637, -10.632], [40.878, 22.144, -11.754], [41.782, 21.730, -12.835], [40.968, 21.098, -13.987], [39.730, 20.570, -13.470], [39.053, 19.852, -14.470], [41.075, 26.281, -9.278], [39.732, 26.529, -10.246], [41.429, 26.708, -10.913], [42.566, 24.462, -9.832], [42.280, 24.368, -11.663], [41.129, 22.431, -9.713], [42.613, 22.065, -10.462], [40.414, 21.337, -11.361], [42.579, 21.019, -12.575], [42.334, 22.617, -13.149], [41.579, 20.408, -14.570], [40.518, 21.923, -14.557], [39.437, 18.826, -14.504], [39.087, 20.293, -15.469], [37.988, 19.701, -14.277], [29.144, 18.009, -15.870], [28.462, 17.111, -15.009], [27.074, 17.064, -15.224], [26.476, 16.072, -14.226], [25.067, 15.765, -14.530], [24.673, 14.406, -14.209], [23.185, 14.292, -14.426], [22.709, 12.999, -14.081], [21.360, 12.760, -14.365], [30.182, 18.110, -15.559], [28.703, 19.007, -15.842], [29.180, 17.571, -16.872], [26.924, 16.613, -16.217], [26.552, 18.022, -15.181], [26.438, 16.614, -13.277], [27.094, 15.176, -14.137], [24.967, 15.850, -15.540], [25.006, 14.096, -13.215], [25.196, 13.649, -14.816], [22.930, 14.542, -15.466], [22.572, 14.993, -13.848], [21.236, 11.978, -15.115], [20.902, 13.660, -14.803], [20.748, 12.609, -13.472], [29.796, 19.910, -12.964], [30.475, 20.750, -13.874], [31.731, 21.315, -13.503], [32.793, 20.268, -13.611], [33.020, 19.755, -14.982], [34.141, 18.842, -14.948], [33.824, 17.397, -14.531], [32.553, 17.034, -15.025], [32.074, 15.775, -14.613], [29.355, 20.414, -12.100], [30.443, 19.056, -12.746], [28.932, 19.483, -13.478], [31.740, 21.938, -12.610], [31.914, 21.935, -14.388], [32.645, 19.372, -12.990], [33.782, 20.610, -13.289], [32.237, 19.141, -15.194], [35.025, 19.129, -14.371], [34.529, 18.774, -15.973], [33.943, 17.326, -13.442], [34.616, 16.754, -14.925], [30.985, 15.762, -14.640], [32.341, 15.634, -13.556], [32.485, 14.877, -15.083]]}

---

# 6
{"formula": "C39H34N11OP2PtS", "method": "wB97M-V/def2-TZVPD", "homo_energy_ev": [-9.83, -10.10], "total_charge": 1, "lumo_energy_ev": [-2.27, -5.89], "spin_multiplicity": 5, "symbols": ["Pt", "O", "N", "C", "C", "C", "C", "C", "S", "H", "H", "H", "H", "N", "C", "N", "N", "N", "N", "C", "N", "N", "N", "N", "H", "C", "N", "C", "P", "C", "C", "C", "C", "C", "C", "C", "C", "C", "C", "C", "C", "C", "C", "C", "C", "C", "C", "P", "C", "C", "C", "C", "C", "C", "C", "C", "C", "C", "C", "C", "H", "H", "H", "H", "H", "H", "H", "H", "H", "H", "H", "H", "H", "H", "H", "H", "H", "H", "H", "H", "H", "H", "H", "H", "H", "H", "H", "H", "H"], "xyz": [[-1.209, -0.335, -0.477], [-2.852, -0.808, -2.083], [-2.795, -0.224, -3.235], [-3.374, -0.830, -4.301], [-3.382, -0.237, -5.533], [-2.768, 1.008, -5.701], [-2.165, 1.605, -4.622], [-2.169, 0.981, -3.368], [-1.387, 1.681, -2.016], [-3.816, -1.791, -4.084], [-3.866, -0.738, -6.358], [-2.759, 1.490, -6.668], [-1.671, 2.562, -4.708], [-1.933, -3.975, -0.992], [-0.830, -3.444, -1.577], [0.018, -4.034, -2.430], [0.935, -3.124, -2.716], [0.657, -2.026, -2.086], [-0.436, -2.198, -1.349], [-2.736, -3.232, -0.152], [-3.933, -3.613, 0.267], [-4.372, -2.622, 1.045], [-3.500, -1.672, 1.104], [-2.430, -2.032, 0.368], [-2.229, -4.907, -1.230], [0.378, 1.929, 1.806], [1.591, 1.362, 1.266], [1.813, 1.457, -0.118], [1.345, -0.180, -1.159], [1.985, 0.427, -2.750], [2.541, -0.479, -3.658], [3.017, -0.036, -4.882], [2.932, 1.304, -5.227], [2.350, 2.203, -4.347], [1.879, 1.770, -3.118], [2.571, -1.251, -0.345], [3.859, -1.463, -0.828], [4.703, -2.337, -0.160], [4.284, -2.980, 0.996], [3.002, -2.766, 1.481], [2.144, -1.912, 0.806], [2.535, 0.802, 2.127], [3.907, 0.915, 1.870], [4.820, 0.443, 2.791], [4.392, -0.162, 3.967], [3.030, -0.319, 4.205], [2.108, 0.165, 3.302], [-1.202, 0.931, 1.506], [-1.527, 0.164, 3.114], [-1.278, -1.195, 3.287], [-1.511, -1.789, 4.517], [-1.990, -1.026, 5.573], [-2.240, 0.329, 5.401], [-2.016, 0.927, 4.172], [-2.472, 2.221, 1.356], [-3.690, 1.804, 0.812], [-4.721, 2.710, 0.640], [-4.547, 4.039, 1.006], [-3.346, 4.455, 1.557], [-2.308, 3.551, 1.736], [0.216, 2.900, 1.334], [0.489, 2.070, 2.877], [2.862, 1.626, -0.358], [1.187, 2.241, -0.536], [2.582, -1.533, -3.423], [3.449, -0.749, -5.572], [3.304, 1.645, -6.184], [2.257, 3.248, -4.613], [1.407, 2.494, -2.472], [4.206, -0.947, -1.713], [5.694, -2.527, -0.553], [4.955, -3.650, 1.515], [2.667, -3.276, 2.375], [1.123, -1.772, 1.147], [4.260, 1.404, 0.972], [5.876, 0.570, 2.598], [5.116, -0.500, 4.696], [2.686, -0.817, 5.101], [1.052, 0.019, 3.489], [-0.923, -1.785, 2.449], [-1.335, -2.848, 4.648], [-2.187, -1.492, 6.530], [-2.616, 0.921, 6.225], [-2.238, 1.978, 4.033], [-3.828, 0.764, 0.537], [-5.659, 2.383, 0.210], [-5.349, 4.749, 0.856], [-3.213, 5.487, 1.855], [-1.380, 3.904, 2.172]]}

---

Number 1: F_max 6.2 eV/A. Number 2: F_max 2.0 eV/A. Number 3: F_max 0.7 eV/A. Number 4: F_max 7.6 eV/A. Number 5: F_max 2.8 eV/A. Number 6: F_max 1.0 eV/A.